Formula: C6H4O
Source: the Open Molecules 2025 dataset
Level of theory: wB97M-V/def2-TZVPD

Atoms and positions in Å:
C: 1.510731 -0.531388 0.678035
C: 2.057224 0.305127 -0.131568
C: 1.119975 1.103898 -0.688089
C: -0.014661 1.607500 -0.888756
C: -0.921166 0.789670 -0.103193
C: -1.040828 -0.648740 -0.350053
O: -0.267147 -0.423971 0.825918
H: 1.657946 -1.255572 1.459814
H: -1.661425 1.259107 0.537990
H: -0.466163 -1.035139 -1.193560
H: -1.974488 -1.170488 -0.146539

Forces on the atoms, in the same order (eV/Å):
0.3 0.2 -0.1
-0.3 -0.1 0.2
-0.3 0.1 0.0
0.5 -0.3 0.1
-0.3 0.1 0.0
-0.1 0.0 -0.1
0.2 0.0 0.1
0.0 0.1 -0.1
0.1 -0.1 -0.1
-0.1 0.0 0.1
0.1 0.1 0.0

## Properties
- Total charge: 0
- LUMO energy: 0.6 eV
- HOMO energy: -8.95 eV
- Gap between HOMO and LUMO: 0.3523 Ha
- E_tot: -305.97521 a.u.

=====

Formula: C21H25ClN2O4S
Source: the Open Molecules 2025 dataset
Level of theory: wB97M-V/def2-TZVPD

Atoms and positions in Å:
C: -4.999910 -2.125379 -1.658238
C: -3.644744 -1.796906 -1.113220
C: -2.613886 -1.427728 -1.965994
C: -1.361180 -1.097878 -1.484624
C: -1.120299 -1.134946 -0.117649
N: 0.137895 -0.698216 0.347607
C: 0.702904 -1.244928 1.556465
C: 2.232956 -1.365968 1.495448
O: 2.848099 -1.772270 2.456916
N: 2.789812 -1.064974 0.308221
C: 4.221600 -0.962245 0.150592
C: 4.724858 0.471326 0.393728
C: 4.147857 1.486517 -0.606632
C: 5.353786 2.365313 -0.932633
C: 6.489686 1.351694 -0.818558
O: 6.141456 0.515889 0.266961
S: 0.390695 0.945452 0.073245
O: 1.245189 1.438371 1.110134
O: 0.824984 1.108673 -1.283915
C: -1.264990 1.607622 0.255040
C: -1.790368 1.708360 1.529237
C: -3.123410 2.039520 1.693822
C: -3.908945 2.255548 0.569202
Cl: -5.580220 2.617476 0.764279
C: -3.372960 2.182002 -0.709519
C: -2.038442 1.852560 -0.863571
C: -2.141228 -1.517759 0.743799
C: -3.398352 -1.848791 0.262220
C: -4.487124 -2.228114 1.217357
H: -5.011458 -2.034547 -2.740918
H: -5.751371 -1.453399 -1.244918
H: -5.285732 -3.142561 -1.393121
H: -2.795020 -1.394694 -3.030420
H: -0.569278 -0.794140 -2.149693
H: 0.302945 -2.249926 1.712263
H: 0.474045 -0.637638 2.440313
H: 2.219382 -0.610442 -0.388818
H: 4.685694 -1.626849 0.882314
H: 4.494640 -1.284859 -0.857519
H: 4.473232 0.748975 1.425198
H: 3.311196 2.036179 -0.184053
H: 3.802409 0.975734 -1.507238
H: 5.296594 2.823824 -1.916873
H: 5.473484 3.143825 -0.179018
H: 7.460628 1.797217 -0.594952
H: 6.573956 0.759971 -1.742866
H: -1.149645 1.533330 2.378901
H: -3.555526 2.118835 2.678698
H: -3.997092 2.367934 -1.568902
H: -1.585252 1.779865 -1.838574
H: -1.961538 -1.542843 1.808464
H: -4.121438 -2.230195 2.240490
H: -4.874436 -3.219160 0.985097
H: -5.316124 -1.524642 1.146443

Forces on the atoms, in the same order (eV/Å):
0.0 0.0 0.0
0.1 0.1 -0.1
0.0 0.0 0.1
0.0 -0.2 0.1
-0.5 -0.5 -0.7
0.1 0.9 -0.1
0.5 0.0 0.6
-0.4 -0.2 -0.1
0.1 0.0 0.4
0.1 0.2 -0.3
0.5 0.1 0.3
-0.5 -0.2 0.1
0.1 0.0 0.2
0.1 -0.2 0.1
0.1 0.2 -0.3
0.0 -0.2 0.1
-0.5 0.3 0.0
-0.2 -0.1 0.4
-0.3 -0.1 -0.2
0.6 -0.1 -0.1
0.0 0.1 0.1
0.0 0.0 -0.1
0.3 -0.1 -0.1
-0.3 0.1 0.0
0.0 0.0 0.1
0.1 0.1 0.0
0.2 0.0 -0.1
0.1 0.0 0.0
0.0 0.0 0.0
0.0 0.0 -0.1
-0.1 0.0 0.0
-0.1 -0.1 0.0
0.0 0.0 -0.1
0.1 0.0 -0.1
0.0 0.1 -0.1
0.0 -0.2 0.0
0.1 -0.3 0.0
0.0 0.0 -0.2
0.0 0.0 0.0
0.0 0.0 -0.1
0.0 0.0 -0.1
-0.1 0.0 -0.1
0.0 0.1 0.0
0.0 0.1 0.0
0.0 0.0 -0.1
0.0 0.1 0.1
0.0 0.0 0.2
0.0 0.0 0.1
-0.1 0.0 -0.1
0.0 0.0 -0.1
0.0 0.0 0.2
0.0 0.0 0.1
-0.1 -0.1 0.0
-0.1 0.0 0.0

## Properties
- Total charge: 0
- Structure (SMILES): Cc1ccc(N(CC(=O)NC[C@@H]2CCCO2)S(=O)(=O)c2ccc(Cl)cc2)cc1C
- LUMO energy: 0.1 eV
- HOMO energy: -8.89 eV
- Gap between HOMO and LUMO: 0.3302 Ha
- E_tot: -2084.08842 a.u.

=====

Formula: C4H2O2
Source: the Open Molecules 2025 dataset
Level of theory: wB97M-V/def2-TZVPD

Atoms and positions in Å:
C: 0.935362 -0.000302 0.643626
C: 1.055142 0.002166 -0.665826
C: -2.155741 -0.002258 0.142027
C: -0.300015 0.001535 -0.113874
O: -1.272615 -0.998219 -0.028588
O: -1.274458 0.997894 -0.029133
H: 1.380118 0.010578 1.608725
H: 1.632209 -0.011397 -1.556956

Forces on the atoms, in the same order (eV/Å):
-0.2 0.1 -1.2
-1.2 -0.1 0.8
-1.6 0.0 -0.1
3.4 0.0 0.5
-0.5 -0.1 0.0
-0.6 0.1 0.0
0.3 0.0 0.4
0.4 0.0 -0.4

## Properties
- Total charge: 0
- LUMO energy: 0.9 eV
- HOMO energy: -9.76 eV
- Gap between HOMO and LUMO: 0.3911 Ha
- E_tot: -303.92234 a.u.

=====

Formula: C2H3N3S2
Source: the Open Molecules 2025 dataset
Level of theory: wB97M-V/def2-TZVPD

Atoms and positions in Å:
N: 0.707611 0.906588 -3.013901
C: 0.406798 0.812133 -1.878323
C: 0.233683 0.602465 -0.408136
N: -0.208275 1.529034 0.255090
S: -0.687040 1.630134 1.885890
N: 0.448882 -0.794478 -0.053557
S: -0.969882 -1.782257 0.110505
H: -0.217448 0.469635 2.361426
H: 1.185251 -1.211495 -0.727756
H: -0.899580 -2.161758 1.468761

Forces on the atoms, in the same order (eV/Å):
-1.1 -0.3 3.2
1.4 0.4 -2.2
0.2 -3.2 -2.2
-1.2 2.3 2.2
0.5 -0.2 -1.2
1.3 0.0 -1.1
0.4 0.0 1.0
0.0 -0.3 0.1
-1.8 0.7 1.6
0.2 0.6 -1.3

## Properties
- Total charge: 0
- Structure (SMILES): N#C/C(=N/S)NS
- LUMO energy: -0.1 eV
- HOMO energy: -9.67 eV
- Gap between HOMO and LUMO: 0.3505 Ha
- E_tot: -1038.57366 a.u.

=====

Formula: C22H30N9PtS2
Source: the Open Molecules 2025 dataset
Level of theory: wB97M-V/def2-TZVPD

Atoms and positions in Å:
Pt: 0.616524 0.133827 -0.440455
C: 3.674910 3.064756 4.314523
C: 2.705635 1.895510 4.298674
N: 2.884490 1.041527 3.103413
C: 2.098562 1.071309 2.040500
S: 2.573281 -0.016416 0.718930
N: 1.054743 1.842990 1.954110
N: 0.337707 1.746621 0.787693
C: -0.561263 2.640966 0.540079
C: -0.863498 3.758042 1.477651
C: -1.263089 2.541192 -0.744576
C: -2.146873 3.496275 -1.208190
C: -2.654355 3.360217 -2.495742
C: -2.259089 2.282100 -3.268806
C: -1.384686 1.352347 -2.725169
N: -0.909599 1.478142 -1.488592
H: 3.438759 3.719329 5.152364
H: 3.605673 3.647407 3.395461
H: 4.703696 2.726360 4.436734
H: 1.672465 2.233135 4.298642
H: 2.858236 1.250680 5.162736
H: 3.708296 0.459061 3.069719
H: -0.267472 3.696169 2.378419
H: -1.923366 3.728581 1.740692
H: -0.670331 4.713112 0.984381
H: -2.430543 4.335054 -0.589087
H: -3.337795 4.100269 -2.890428
H: -2.618517 2.157744 -4.280731
H: -1.044800 0.494464 -3.287536
C: 3.712708 1.484332 -3.558341
C: 2.649999 1.140826 -2.628347
N: 1.785448 0.876393 -1.927294
H: 3.486795 1.061403 -4.537193
H: 4.656480 1.081365 -3.190885
H: 3.784890 2.569178 -3.637942
C: -2.897484 -3.396164 3.445790
C: -2.090316 -2.479522 2.588976
C: -0.943251 -1.841495 3.054549
C: -0.201422 -1.027602 2.230333
N: -0.544414 -0.802388 0.945265
C: -1.673177 -1.392612 0.484739
C: -2.444033 -2.216337 1.263793
H: -2.574647 -3.373650 4.483150
H: -2.803761 -4.420018 3.076181
H: -3.955676 -3.138020 3.393101
H: -0.613784 -1.975982 4.076127
H: 0.677155 -0.547962 2.616890
H: -1.956407 -1.160324 -0.529364
H: -3.338463 -2.649286 0.835084
C: -2.626314 -4.066675 -3.314567
C: -1.801487 -2.863334 -3.788997
C: -0.612018 -2.612614 -2.924198
N: -0.443378 -1.571468 -2.179103
N: 0.741798 -1.662383 -1.457559
C: 1.454885 -2.746700 -1.645474
N: 2.615990 -3.018777 -1.053097
S: 0.677059 -3.788436 -2.783058
H: -3.411772 -4.275830 -4.037558
H: -3.099186 -3.869553 -2.352292
H: -2.015913 -4.965744 -3.224058
H: -2.408901 -1.957852 -3.791861
H: -1.460957 -3.040507 -4.811708
H: 2.973292 -2.420318 -0.325422
H: 3.102554 -3.882732 -1.231096

Forces on the atoms, in the same order (eV/Å):
0.3 1.0 0.9
0.0 0.0 0.0
0.1 0.1 -0.1
-0.1 0.0 0.1
-0.1 0.3 -0.3
0.3 -0.8 0.2
0.0 -0.1 0.1
0.5 0.3 -0.3
-0.1 0.3 0.3
0.0 -0.1 0.0
0.3 -0.2 0.2
0.0 0.0 -0.1
0.0 0.0 0.0
0.0 0.1 0.0
0.0 0.0 0.0
-0.3 -1.0 -0.2
0.0 0.0 0.0
0.0 0.0 0.0
0.0 0.0 0.0
0.0 0.0 0.0
0.0 0.0 0.0
0.0 -0.1 0.0
0.0 0.0 0.0
0.0 0.0 0.0
0.0 0.0 0.0
0.0 0.0 0.0
0.0 0.0 0.0
0.0 0.0 0.0
-0.1 0.0 0.0
-0.1 0.0 0.1
-0.1 0.1 -0.3
0.4 0.2 0.2
0.0 0.0 0.0
0.0 0.0 0.0
0.0 0.0 0.0
0.0 0.0 0.0
0.0 0.0 0.0
0.0 0.0 0.0
0.0 0.0 -0.1
-0.2 -0.4 0.0
-0.1 0.3 0.0
-0.1 0.0 0.0
0.0 0.0 0.0
0.0 0.0 0.0
0.0 0.0 0.0
0.0 0.0 0.0
0.1 0.0 0.0
0.0 0.0 0.0
0.0 0.0 0.0
0.0 0.0 0.0
0.0 -0.1 0.0
0.0 0.0 0.1
0.5 -1.2 -0.7
-1.2 1.4 -0.1
0.0 -0.1 0.0
0.0 0.0 0.0
0.0 0.0 0.0
0.0 0.0 0.0
0.0 0.0 0.0
0.0 0.0 0.0
0.0 0.0 0.0
0.0 0.1 0.0
0.0 0.0 0.0
0.0 0.0 0.0

## Properties
- Total charge: +3
- LUMO energy: -10.0 eV
- HOMO energy: -16.94 eV
- Gap between HOMO and LUMO: 0.2546 Ha
- E_tot: -2263.92600 a.u.

=====

Formula: C18H16Cl3N10O3SeTi
Source: the Open Molecules 2025 dataset
Level of theory: wB97M-V/def2-TZVPD

Atoms and positions in Å:
Ti: -0.094821 0.133840 -1.238812
N: -3.044521 1.652040 0.269788
N: -3.641621 0.390540 0.145788
C: -3.126221 -0.481160 -0.739012
N: -3.627521 -1.719760 -0.820512
N: -2.171521 0.014740 -1.530912
N: -1.528921 -0.721160 -2.412612
O: -1.722821 -1.916460 -2.644312
O: -0.636721 -0.067360 -3.043412
H: -2.547721 1.700340 1.169688
H: -3.781821 2.356240 0.276488
H: -4.193621 0.030040 0.923688
H: -4.425821 -1.983460 -0.267312
H: -3.312321 -2.326960 -1.569912
O: 1.618479 -0.025160 -1.590712
C: 2.658079 0.722240 -1.268012
C: 3.938179 0.153840 -1.240012
C: 5.033179 0.901340 -0.864512
C: 4.878679 2.235040 -0.504112
C: 3.630779 2.819440 -0.543612
C: 2.500079 2.095640 -0.943312
C: 1.209779 2.734140 -1.103312
N: 0.058979 2.124040 -1.404512
C: -0.898821 3.090340 -1.511712
C: -0.327021 4.305540 -1.279512
N: 0.992979 4.067340 -1.027512
H: 4.032679 -0.888560 -1.517312
H: 6.011379 0.445640 -0.840412
H: 5.735979 2.816440 -0.200712
H: 3.528579 3.851540 -0.242512
H: -1.919521 2.834140 -1.729112
H: -0.736421 5.294940 -1.272112
H: 1.685779 4.773040 -0.835312
Se: 0.766179 -2.626060 -1.852512
N: -0.106721 -1.767660 -0.573012
C: -0.348721 -2.617460 0.446488
C: -1.080421 -2.340260 1.609188
C: -1.177021 -3.315160 2.567788
C: -0.581921 -4.578360 2.397788
C: 0.087479 -4.900260 1.247888
C: 0.213879 -3.923960 0.241288
N: 0.842279 -4.083660 -0.929512
H: -1.547121 -1.374160 1.734088
H: -1.725221 -3.108360 3.474388
H: -0.674021 -5.304460 3.190388
H: 0.528579 -5.870660 1.093988
Cl: 0.464479 -0.605060 4.134688
C: 0.117779 0.780540 3.171288
Cl: -2.297321 0.665640 3.092588
Cl: 0.417979 2.321940 3.875488
C: 0.223179 0.665240 1.821388
N: 0.100879 0.569740 0.655988

Forces on the atoms, in the same order (eV/Å):
-0.2 0.7 1.1
-0.3 0.4 0.1
0.2 -0.3 0.1
-1.0 -0.3 0.3
0.1 0.3 -0.1
-1.1 1.7 0.7
-1.9 -2.8 -0.9
-0.8 -0.6 -0.7
0.8 1.2 -2.6
-0.3 -0.2 -0.2
0.1 -0.2 -0.1
0.2 0.1 -0.2
0.0 0.1 0.0
0.1 0.2 0.2
1.5 0.0 -0.8
1.5 1.1 0.4
-0.5 -0.1 -0.1
-0.1 0.1 0.0
0.0 0.1 0.0
-0.1 -0.2 -0.1
0.4 -0.7 -0.1
0.1 0.3 0.0
0.6 1.4 0.1
-0.3 0.8 -0.1
-0.7 -0.3 -0.2
0.3 -0.5 0.0
0.0 0.0 0.0
0.1 0.0 0.0
0.0 0.0 0.0
0.0 0.1 0.0
0.0 0.1 0.0
-0.1 0.1 0.0
0.0 -0.1 -0.1
1.0 -1.6 0.1
-0.1 -0.9 1.0
0.3 -0.2 -0.6
-0.2 0.1 0.3
-0.1 0.7 -0.4
0.4 -0.5 -0.4
-0.1 -0.2 0.6
0.0 0.7 -0.5
0.0 -0.6 0.1
-0.1 0.1 0.2
-0.1 0.1 0.1
0.0 -0.1 0.0
0.0 -0.1 0.0
0.1 0.3 -0.1
0.6 0.1 1.4
-0.5 -0.1 0.2
0.0 -0.2 -0.2
-0.4 -0.1 -2.1
0.5 0.4 3.3

## Properties
- Spin multiplicity: 3
- Total charge: +1
- LUMO energy (alpha / beta): -4.2 / -4.6 eV
- HOMO energy (alpha / beta): -10.26 / -11.34 eV
- Gap between HOMO and LUMO (alpha / beta): 0.2237 / 0.2459 Ha
- E_tot: -6099.97256 a.u.